{
  "formula": "C6H8CoO6",
  "method": "wB97M-V/def2-TZVPD",
  "spin_multiplicity": 6,
  "s2": 8.762,
  "gap_ev": [6.981, 7.656],
  "max_force_ev_per_a": 4.228,
  "relative_energy_kj_mol": 0.0,
  "lumo_energy_ev": [0.12, -2.84],
  "species": ["O", "O", "C", "C", "C", "H", "H", "H", "H", "H", "C", "C", "O", "C", "O", "O", "O", "H", "H", "H", "Co"],
  "positions_angstrom": [[-2.468124, -0.446254, -0.715141], [-2.159489, 0.981140, 0.893197], [-1.719694, 0.534712, -0.194760], [-2.617913, -0.492397, -2.136855], [-2.965996, -1.903426, -2.555364], [-3.420009, 0.204089, -2.423688], [-1.685579, -0.152103, -2.609138], [-3.896427, -2.236780, -2.075118], [-3.113011, -1.935934, -3.643821], [-2.162219, -2.605037, -2.293895], [2.038407, 1.079606, 1.070447], [2.817472, 1.345975, 2.375884], [3.391556, 0.085698, 2.732867], [3.291897, -0.774651, 1.714116], [2.635148, -0.251575, 0.698236], [3.718438, -1.902613, 1.761687], [0.682123, 0.940890, 1.182946], [2.414155, 1.725340, 0.256739], [2.141617, 1.660910, 3.181001], [3.623119, 2.080258, 2.250079], [-0.545479, 2.062162, 0.530571]],
  "atomic_forces_ev_per_a": [[1.0, 1.0, 0.3], [1.1, -0.8, -1.4], [-3.7, -1.1, 1.7], [0.3, -0.1, -1.1], [0.0, -0.2, 0.0], [0.2, -0.1, 0.2], [-0.2, -0.1, 0.1], [0.3, 0.1, -0.1], [0.0, 0.0, 0.3], [-0.2, 0.2, -0.1], [1.2, -1.3, -0.5], [-0.4, 0.0, 0.3], [0.0, 0.7, 0.4], [0.4, -2.0, 0.6], [-1.1, 1.3, -0.7], [-0.3, 1.1, -0.2], [1.5, -0.4, 0.4], [-0.7, 0.0, 0.2], [0.2, -0.1, -0.2], [-0.2, -0.2, -0.1], [0.5, 1.7, -0.4]],
  "mulliken_spin": [0.1231, 0.1987, 0.3032, -0.0028, 0.0075, 0.0054, -0.0086, -0.0005, 0.0008, 0.0000, 0.0163, 0.0240, -0.0006, -0.0006, 0.0063, 0.0019, 0.0793, -0.0005, 0.0027, 0.0003, 4.2442]
}